<A>
C26H35ClHfIN5O3SSe2Si as an isolated structure, computed with wB97M-V/def2-TZVPD.

Summary:
orbital gap = 0.2295 hartree
highest occupied orbital energy = -6.55 eV

ORCA input file:
```
! wB97M-V def2-TZVPD RIJCOSX def2/J DEFGRID3
* xyz 0 1
N -1.169 2.011 2.107
Si -2.508 -2.968 2.634
H 0.499 4.622 2.782
C -0.447 1.828 -2.316
C -2.161 -2.313 4.373
H 5.281 -2.162 -0.925
H -4.601 -1.659 2.197
H -0.788 -3.253 -0.722
C 0.446 3.923 -3.984
Hf 0.332 0.133 -0.121
H 4.401 -4.723 -1.655
C 1.390 3.242 -3.183
H -2.682 -3.655 -2.192
H -1.083 -5.015 2.829
H 2.235 -3.777 -1.500
N -1.545 -1.517 0.203
H 2.937 -2.979 2.070
C 4.719 -1.920 -0.023
O 4.864 -4.665 -0.814
C 2.771 3.529 -3.153
C -2.117 -4.812 2.543
H -3.176 2.620 0.673
H -2.497 -1.278 4.471
H 4.396 -0.206 0.857
C -1.645 -2.597 -0.720
Cl 0.962 5.230 -5.002
C -2.701 -2.825 -1.499
H -2.272 -5.200 1.534
C -2.685 -0.593 0.203
H -1.578 4.085 -4.608
C -3.861 -0.944 -0.554
Se 1.227 -1.562 -1.884
C -0.178 2.880 2.045
H -2.763 -5.379 3.219
C -3.878 -1.986 -1.397
H -4.746 -0.335 -0.447
H -1.887 2.129 2.805
I -3.324 1.974 -3.106
C -0.873 3.568 -3.972
C 3.959 -4.231 0.186
H -4.760 -2.219 -1.977
C 3.048 1.758 -1.566
H 3.683 1.138 -0.949
H -4.402 1.431 0.271
N -1.235 0.870 1.327
H -1.088 -2.331 4.580
Se 1.902 -0.752 1.765
N 1.766 1.479 -1.548
O -0.855 0.860 -1.520
H -3.981 1.701 1.960
C 0.930 2.195 -2.352
C 2.717 -2.805 -1.376
C 3.591 2.785 -2.356
H 3.437 -2.673 -2.182
H 1.570 -3.128 0.967
H -0.360 -2.704 1.459
H 3.102 -4.913 0.259
C -3.578 1.642 0.943
H -2.659 -2.900 5.147
C -1.211 -2.032 1.570
H -1.046 4.183 3.373
H 4.654 2.972 -2.315
O 4.552 -0.521 -0.037
C 3.435 -2.785 -0.019
H 3.157 4.330 -3.768
H 4.512 -4.287 1.125
C -4.318 -2.712 2.187
H -4.944 -3.241 2.910
N -0.179 3.900 2.946
H 5.329 -2.227 0.835
C -1.307 2.528 -3.143
S 1.078 2.704 0.936
H -0.880 -1.198 2.174
C 2.486 -2.570 1.164
H -4.540 -3.108 1.196
C -2.503 0.599 0.828
*
```



<B>
C26H35ClHfIN5O3SSe2Si as an isolated structure, computed with wB97M-V/def2-TZVPD.

Summary:
orbital gap = 0.2336 hartree
highest occupied orbital energy = -6.92 eV

ORCA input file:
```
! wB97M-V def2-TZVPD RIJCOSX def2/J DEFGRID3
* xyz 0 1
H 0.851 -4.625 -4.398
N -3.526 0.981 -2.702
C -3.834 1.969 4.186
H 2.741 -0.224 -3.683
C -3.423 1.532 5.438
O -1.418 -1.205 1.816
O 2.461 5.396 -0.500
Se 0.689 2.030 2.377
H 0.450 3.928 0.777
C -0.765 -2.371 1.965
C -1.541 0.527 4.383
N 0.699 -1.476 0.324
C -2.256 0.799 5.540
H 2.923 -4.685 0.438
Se -0.341 1.921 -1.280
H -3.484 1.958 -2.946
H -4.898 3.460 2.339
C 2.224 3.038 -0.057
H 2.733 -0.060 0.647
C 1.089 -3.742 1.213
C 2.955 -1.285 -3.839
C 1.771 -4.081 -4.169
H 3.775 3.964 -1.239
H -1.904 0.430 6.493
H 3.080 6.110 -0.674
C 1.340 3.419 1.136
H -4.106 3.820 0.822
Cl 1.580 -6.217 2.246
H -0.184 -1.358 -2.207
H -0.626 -0.053 4.418
H 3.551 1.961 1.246
C -3.457 1.989 1.699
H -0.689 -2.273 -5.094
H 2.439 -4.173 -5.029
H 1.187 3.773 -1.785
C 0.357 -2.558 1.149
C -4.520 3.009 1.429
C 2.242 -3.854 0.319
C 0.558 -2.154 -2.096
C 3.196 4.188 -0.335
H -4.757 2.518 4.078
C 0.682 -4.721 2.121
H 3.428 -1.391 -4.818
H 0.624 -1.533 -6.019
H 1.881 4.109 1.783
H -0.003 -3.075 -1.886
N -1.925 0.954 3.190
H 2.027 -0.938 -1.157
C 2.414 -2.956 -0.646
N -2.890 1.321 0.764
C 3.103 1.840 0.254
H 2.025 2.245 -2.058
C 0.184 -1.618 -5.022
H -5.356 2.565 0.884
H 3.907 1.758 -0.489
O 2.298 0.677 0.205
C -3.165 0.606 -1.457
Hf -0.499 0.223 0.804
Si 1.389 -2.299 -3.770
H 2.245 -4.577 -3.318
H 3.240 -3.062 -1.344
C -0.417 -4.555 2.940
H 3.895 4.277 0.506
H -0.708 -5.332 3.631
C -1.137 -3.364 2.850
H -3.707 2.467 -0.754
C 1.417 2.805 -1.346
H 3.682 -1.593 -3.084
I -2.833 -3.095 4.026
C -3.047 1.652 3.088
N -3.358 1.554 -0.510
H -0.158 -0.627 -4.711
H -3.256 0.339 -3.431
S -2.582 -0.912 -1.085
C 1.451 -1.824 -0.898
H -4.016 1.756 6.314
*
```



Which structure is the least stable? The one labeled <A>.



<A>
An isolated molecule of C23H34N2O3, computed with wB97M-V/def2-TZVPD.

Summary:
orbital gap = 0.3577 hartree
highest occupied orbital energy = -9.13 eV
SMILES = CC[C@]1(C)C[C@H](C(=O)N2CC3(C[C@H](C(=O)N4[C@H]5CC=C[C@H]4CCC5)CO3)C2)C1

ORCA input file:
```
! wB97M-V def2-TZVPD RIJCOSX def2/J DEFGRID3
* xyz 0 1
C 9.214 3.665 -2.881
C 3.235 0.526 -0.008
C 0.795 -0.362 -0.334
C 9.546 5.358 -1.414
H 0.314 0.625 1.551
H 7.601 3.563 -4.332
H 3.045 0.248 1.031
H 8.735 6.514 -3.119
C 7.072 3.101 1.723
H 6.664 4.733 -1.732
C 11.461 4.307 -2.679
H 4.055 -0.076 -0.403
H -0.717 1.099 0.203
H 3.995 2.356 -0.968
H 3.015 0.946 -2.670
C 7.972 4.261 1.338
C 5.761 3.430 2.458
C 9.258 3.518 0.946
H 1.254 -1.252 0.108
C 10.608 3.104 -3.135
H 8.146 4.890 2.214
H 9.579 5.763 -0.402
H 5.637 4.455 2.807
H 11.600 6.224 -1.824
C 8.350 6.003 -2.233
H 2.408 -0.706 -2.518
H 10.828 2.195 -2.575
C -0.187 0.258 0.652
O 7.911 2.197 2.397
H 6.218 1.417 0.579
C 9.170 3.016 -0.495
H 7.866 6.771 -1.628
C 1.849 2.086 -0.524
H 7.215 2.737 -2.811
N 5.043 3.108 1.224
C 1.922 0.562 -0.826
H 1.293 0.615 -2.892
H 12.499 4.327 -2.990
H 9.883 2.593 2.815
C 3.339 2.070 -0.144
C 7.242 4.952 -2.630
C 10.966 5.366 -2.017
H 9.393 4.618 -3.364
H 1.553 2.736 -1.349
H 0.227 -0.719 -1.198
H 9.604 1.439 1.482
H 10.146 4.143 1.056
O 9.022 1.832 -0.772
N 9.208 3.963 -1.447
C 7.745 3.582 -3.251
H 6.415 2.870 -0.439
H 6.552 5.445 -3.318
C 2.178 0.342 -2.312
H 7.550 4.876 0.543
H 1.259 2.324 0.358
C 3.727 2.789 1.123
H 5.542 2.733 3.269
H -0.930 -0.477 0.964
C 9.263 2.362 1.947
O 2.936 3.053 2.012
C 6.212 2.509 0.570
H 10.806 2.914 -4.193
*
```



<B>
An isolated molecule of C23H34N2O3, computed with wB97M-V/def2-TZVPD.

Summary:
orbital gap = 0.3516 hartree
highest occupied orbital energy = -8.97 eV
SMILES = CC[C@]1(C)C[C@H](C(=O)N2CC3(C[C@H](C(=O)N4[C@@H]5CC=C[C@H]4CCC5)CO3)C2)C1

ORCA input file:
```
! wB97M-V def2-TZVPD RIJCOSX def2/J DEFGRID3
* xyz 0 1
C 1.080 -2.675 -0.478
H -2.967 3.455 -2.929
C -1.184 2.782 -1.868
H 0.061 -0.030 0.460
C -4.279 5.182 -0.377
H 3.893 -1.339 -1.465
C -1.367 -2.657 0.275
H -0.332 4.730 -1.305
C 3.595 -2.278 -0.989
C 3.201 -3.272 0.852
H 5.578 -3.938 -1.373
C -0.756 3.847 -0.822
C -2.574 -0.368 0.024
C -4.576 4.027 -0.963
H 6.533 -3.588 0.028
H -2.498 6.367 -0.098
H 3.160 -3.173 1.940
N 0.012 -2.175 0.192
O -2.434 -1.341 2.103
C -0.220 -0.951 0.971
C -2.050 4.213 -0.032
H 5.704 -2.103 1.792
H -5.007 5.985 -0.391
O 0.954 -3.438 -1.422
H -3.090 5.604 1.360
H 0.196 -0.990 1.978
H -2.095 0.497 2.995
C -2.850 -0.007 2.389
C 2.431 -2.221 0.013
H -3.769 -0.058 2.972
C -3.656 2.818 -0.947
H 2.912 -4.283 0.575
H -0.852 1.804 -1.512
H 0.033 3.449 -0.179
C -1.730 -1.296 0.885
H 5.962 -1.231 0.274
H -0.645 2.954 -2.799
H 3.426 -3.031 -1.755
H -2.378 4.455 -1.074
H -3.420 -0.921 -0.387
H -2.887 1.741 -2.683
H 4.513 -0.929 1.232
H -4.269 1.923 -0.873
C 5.280 -5.298 0.260
H 4.379 -5.743 -0.164
H -4.116 0.907 0.898
H 5.174 -5.293 1.348
H -1.825 -2.846 -0.696
H 6.113 -5.956 0.011
H -5.542 3.916 -1.444
C 5.206 -1.707 0.903
C -2.702 2.697 -2.187
H 2.369 -1.256 0.513
N -2.811 3.006 0.223
C -2.948 5.448 0.282
H -2.007 0.050 -0.810
C 4.509 -2.820 0.144
C -3.058 0.692 1.032
C -2.251 1.978 0.922
C 5.528 -3.895 -0.280
O -1.185 2.094 1.507
H -1.470 -3.511 0.944
*
```



Which structure is the least stable? The one labeled <B>.